1.
{
  "formula": "C22H57BInN8O10",
  "method": "ωB97M-V with the def2-TZVPD basis set",
  "total_charge": -1,
  "energy_ha": -2278.049404,
  "largest_force_ha_per_bohr": 0.011,
  "homo_ev": -4.64,
  "elements": ["N", "C", "In", "O", "B", "O", "O", "H", "H", "H", "H", "H", "H", "H", "H", "C", "O", "N", "C", "C", "H", "H", "H", "H", "H", "H", "H", "C", "O", "N", "C", "C", "H", "H", "H", "H", "H", "H", "H", "C", "O", "N", "C", "C", "H", "H", "H", "H", "H", "H", "H", "C", "O", "N", "C", "C", "H", "H", "H", "H", "H", "H", "H", "C", "O", "N", "C", "C", "H", "H", "H", "H", "H", "H", "H", "C", "O", "N", "C", "C", "H", "H", "H", "H", "H", "H", "H", "C", "O", "N", "C", "C", "H", "H", "H", "H", "H", "H", "H"],
  "coordinates": [[0.9764, -0.9324, 1.1552], [0.2392, -0.0877, 0.1934], [-0.9195, 1.4827, 1.1706], [-2.9728, 1.1298, 0.7762], [-3.4942, -0.0833, 0.6341], [-3.4019, -1.1023, 1.6207], [-4.2641, -0.4102, -0.5211], [1.8565, -1.2493, 0.7587], [1.2526, -0.3940, 1.9696], [-0.4180, -0.7369, -0.4004], [0.9291, 0.4243, -0.4977], [-0.5695, 3.0853, 0.4955], [-0.6377, 1.4630, 2.9076], [-3.2670, -1.9592, 1.1926], [-5.0534, -0.8977, -0.2599], [-7.0481, -1.2026, 2.1614], [-7.2155, -1.3806, 0.9677], [-7.0711, 0.0061, 2.7510], [-6.8415, 0.1765, 4.1645], [-7.2727, 1.1715, 1.9064], [-6.8307, -2.0307, 2.8550], [-7.6950, 0.6526, 4.6548], [-5.9519, 0.7815, 4.3509], [-6.6839, -0.8025, 4.6151], [-8.2358, 1.1218, 1.3971], [-6.4921, 1.2401, 1.1477], [-7.2371, 2.0595, 2.5345], [-2.1390, -4.4702, -0.3777], [-2.3883, -3.4547, 0.2463], [-0.8990, -4.7711, -0.8008], [-0.6044, -5.9149, -1.6258], [0.1637, -3.8427, -0.4285], [-2.9084, -5.1959, -0.6936], [0.1112, -6.5842, -1.1424], [-0.1928, -5.6024, -2.5889], [-1.5280, -6.4678, -1.8063], [0.2717, -3.7916, 0.6548], [-0.0688, -2.8384, -0.7731], [1.0909, -4.1821, -0.8835], [2.2776, 3.3207, 2.1778], [2.7019, 2.1994, 1.9794], [2.4974, 4.0139, 3.3173], [1.9592, 5.3342, 3.5221], [3.2722, 3.3805, 4.3673], [1.6455, 3.8510, 1.4487], [2.7485, 6.0723, 3.6928], [1.2805, 5.3648, 4.3783], [1.3976, 5.6247, 2.6348], [4.2707, 3.1277, 4.0057], [2.7888, 2.4511, 4.6744], [3.3603, 4.0366, 5.2260], [-0.7217, -2.3676, -3.3865], [0.4324, -2.6547, -3.6892], [-1.3026, -1.1839, -3.6062], [-2.6845, -0.9151, -3.2269], [-0.5138, -0.1355, -4.2204], [-1.3988, -3.0866, -2.9060], [-3.2876, -0.6583, -4.1003], [-2.7465, -0.1044, -2.5033], [-3.0966, -1.7980, -2.7435], [-0.1394, -0.4513, -5.1972], [0.3452, 0.1191, -3.5977], [-1.1437, 0.7449, -4.3320], [-2.5685, 1.4569, -7.0273], [-3.5147, 1.7545, -6.3301], [-1.9502, 2.3166, -7.8695], [-0.8230, 1.9215, -8.6780], [-2.4485, 3.6778, -7.9365], [-2.1197, 0.4489, -7.0352], [0.0680, 2.5085, -8.4424], [-1.0320, 2.0342, -9.7449], [-0.6003, 0.8734, -8.4818], [-2.3942, 4.1633, -6.9618], [-3.4915, 3.6986, -8.2540], [-1.8422, 4.2324, -8.6504], [4.7688, 2.7475, 7.7194], [4.5573, 3.7711, 7.1003], [5.9881, 2.1823, 7.8443], [6.1957, 0.9527, 8.5720], [7.1127, 2.8390, 7.2032], [3.9695, 2.1786, 8.2219], [6.8857, 1.0926, 9.4075], [6.5947, 0.1677, 7.9261], [5.2401, 0.6127, 8.9686], [7.2501, 3.8486, 7.5915], [6.9573, 2.9182, 6.1271], [8.0090, 2.2525, 7.3952], [3.6924, -3.2037, -1.1616], [3.8914, -4.2672, -0.6027], [4.0257, -2.9547, -2.4443], [3.7392, -1.6838, -3.0706], [4.6621, -4.0090, -3.2058], [3.1957, -2.3488, -0.6758], [3.0655, -1.8038, -3.9215], [4.6534, -1.1929, -3.4147], [3.2506, -1.0361, -2.3446], [4.0262, -4.8938, -3.2573], [5.6067, -4.3097, -2.7498], [4.8475, -3.6416, -4.2134]],
  "atomic_forces_ev_per_a": [[0.25, -0.03, 0.12], [0.20, -0.22, -0.22], [-0.07, 0.20, 0.26], [0.13, -0.34, -0.18], [-0.19, -0.02, 0.33], [0.13, 0.41, -0.36], [-0.15, 0.27, 0.17], [-0.07, -0.04, -0.02], [-0.14, 0.05, -0.03], [0.01, 0.12, -0.05], [-0.13, -0.07, -0.04], [-0.11, 0.07, -0.08], [-0.04, 0.01, 0.14], [-0.12, -0.01, 0.09], [0.13, -0.25, -0.05], [0.30, 0.00, -0.15], [-0.08, -0.05, 0.00], [-0.17, 0.00, -0.08], [0.13, -0.03, 0.05], [0.10, 0.06, 0.03], [-0.06, 0.02, 0.05], [-0.03, -0.01, -0.04], [0.02, -0.01, -0.04], [0.00, 0.02, 0.03], [-0.02, -0.02, 0.02], [0.04, -0.01, 0.02], [-0.01, 0.02, -0.03], [0.17, 0.32, -0.28], [-0.32, -0.28, 0.09], [0.02, 0.10, 0.14], [-0.10, -0.06, -0.05], [0.13, -0.15, 0.00], [-0.02, -0.03, 0.09], [0.01, 0.03, 0.01], [0.02, 0.01, 0.01], [0.04, -0.02, -0.01], [0.01, 0.02, -0.03], [0.01, 0.06, 0.02], [0.02, 0.00, 0.03], [-0.25, -0.06, 0.03], [0.20, -0.06, -0.06], [0.15, 0.03, 0.02], [-0.10, 0.06, -0.03], [-0.11, -0.09, -0.11], [0.02, 0.01, -0.01], [0.04, -0.03, -0.02], [-0.01, -0.06, -0.01], [-0.01, 0.02, 0.02], [0.02, 0.01, 0.01], [0.02, -0.02, 0.02], [-0.05, 0.07, -0.08], [0.12, -0.05, -0.10], [-0.09, 0.04, 0.01], [-0.03, 0.01, -0.11], [0.12, 0.02, 0.12], [-0.05, 0.11, 0.06], [-0.03, -0.09, 0.08], [0.03, -0.02, -0.03], [0.02, 0.01, 0.02], [-0.04, 0.02, 0.01], [-0.01, -0.02, 0.00], [-0.01, -0.01, 0.03], [0.02, 0.01, -0.01], [0.03, 0.01, 0.01], [-0.01, -0.04, -0.02], [-0.07, 0.04, 0.02], [0.06, -0.06, 0.00], [0.05, 0.05, -0.04], [-0.02, -0.01, 0.02], [-0.02, 0.01, 0.04], [-0.05, 0.00, 0.01], [0.03, 0.00, -0.02], [0.03, -0.02, 0.02], [0.00, -0.03, -0.02], [-0.02, 0.03, 0.01], [-0.01, -0.03, -0.12], [0.09, 0.05, 0.24], [0.03, 0.07, 0.01], [-0.05, -0.05, 0.02], [0.05, -0.06, 0.00], [0.00, 0.01, 0.02], [-0.01, 0.04, 0.00], [-0.01, 0.02, -0.04], [0.02, -0.03, 0.01], [-0.02, 0.00, 0.03], [-0.03, -0.03, 0.00], [0.02, 0.03, -0.02], [-0.12, -0.06, -0.14], [0.06, -0.01, 0.04], [0.08, 0.02, 0.10], [-0.09, 0.08, -0.11], [-0.02, 0.02, -0.07], [0.03, -0.03, 0.06], [-0.07, -0.06, 0.07], [0.05, -0.03, 0.06], [-0.02, 0.02, -0.02], [-0.04, 0.02, 0.00], [0.01, 0.03, 0.02], [0.01, -0.03, 0.00]]
}

2.
{
  "formula": "C2H7N3S2",
  "method": "ωB97M-V with the def2-TZVPD basis set",
  "total_charge": 2,
  "energy_ha": -1040.319291,
  "largest_force_ha_per_bohr": 0.050,
  "homo_ev": -15.36,
  "elements": ["C", "C", "N", "N", "N", "S", "S", "H", "H", "H", "H", "H", "H", "H"],
  "coordinates": [[-0.7351, 0.5542, -2.0735], [0.6715, 0.4815, -0.0897], [-0.5343, 0.4897, -0.7634], [-1.8925, 0.3712, -2.6374], [1.6553, 1.1918, -0.5014], [1.0869, -3.1747, 5.5596], [1.0065, -2.1180, 3.9573], [0.1286, 0.7168, -2.7131], [-1.3281, 0.2308, -0.1781], [-1.9858, 0.3668, -3.6477], [-2.7506, 0.2360, -2.1117], [1.6391, 1.8627, -1.2762], [2.5388, 1.1315, -0.0036], [0.4998, -2.3404, 6.4788]],
  "atomic_forces_ev_per_a": [[0.14, 0.14, 0.05], [0.51, -1.16, 2.22], [-0.87, 0.45, -0.91], [-0.28, -0.03, -0.29], [0.25, 0.72, -1.13], [-0.12, 0.98, -1.24], [0.07, -0.94, 1.52], [-0.11, -0.04, 0.02], [0.29, -0.02, -0.19], [0.09, 0.02, 0.16], [0.16, 0.03, -0.03], [0.08, -0.10, 0.10], [-0.28, 0.03, -0.12], [0.08, -0.09, -0.18]]
}

3.
{
  "formula": "C2H2NO2S",
  "method": "ωB97M-V with the def2-TZVPD basis set",
  "total_charge": -1,
  "smiles": "O=[S@@H]([O-])=c1cn1",
  "energy_ha": -680.610211,
  "largest_force_ha_per_bohr": 0.108,
  "homo_ev": [-3.76, -3.76],
  "elements": ["O", "S", "O", "C", "C", "N", "H", "H"],
  "coordinates": [[-1.1791, 1.6465, -1.1599], [0.3954, 0.3732, -0.9070], [1.5207, 0.7045, -1.7556], [0.8836, -0.1323, 0.7817], [-0.3642, -0.3342, 1.4563], [0.0194, -1.4175, 0.9395], [-0.0958, -0.8933, -1.3833], [-1.1799, 0.0530, 2.0283]],
  "atomic_forces_ev_per_a": [[4.13, -3.59, 0.83], [-4.00, 2.36, -1.49], [0.29, 0.34, -0.21], [0.54, 0.72, -0.53], [0.09, -0.84, -0.22], [-0.73, -0.21, 0.81], [0.05, 1.14, 0.58], [-0.36, 0.09, 0.25]]
}

4.
{
  "formula": "C11H13BF4GeNO4Pd",
  "method": "ωB97M-V with the def2-TZVPD basis set",
  "total_charge": -1,
  "energy_ha": -3412.039569,
  "largest_force_ha_per_bohr": 0.043,
  "homo_ev": -5.50,
  "elements": ["Pd", "O", "C", "O", "C", "C", "C", "N", "C", "C", "C", "O", "O", "H", "H", "H", "C", "Ge", "C", "C", "C", "H", "H", "H", "H", "H", "H", "H", "H", "H", "H", "F", "B", "F", "F", "F"],
  "coordinates": [[-0.4325, -0.1794, -0.8661], [6.6846, -0.0174, -0.9051], [5.9341, 0.9702, -0.8742], [6.1196, 2.1951, -0.8749], [4.3871, 0.5735, -0.8211], [4.0026, -0.7652, -0.7852], [2.6573, -1.0650, -0.7309], [1.7030, -0.1357, -0.7078], [2.0743, 1.1686, -0.7453], [3.4096, 1.5457, -0.8006], [0.9939, 2.1803, -0.7310], [1.2059, 3.3682, -0.7198], [-0.2424, 1.7078, -0.7083], [4.7523, -1.5414, -0.8013], [2.3165, -2.0944, -0.6931], [3.6383, 2.6009, -0.8315], [-5.0070, 0.2892, 0.9596], [-3.0344, 0.4590, 0.8325], [-2.5046, 2.2239, 1.5458], [-2.0646, -0.9024, 1.8867], [-2.3929, 0.1495, -0.9759], [-5.3329, 0.4800, 1.9814], [-5.3261, -0.7113, 0.6689], [-5.4873, 1.0127, 0.2999], [-2.8912, 2.3026, 2.5611], [-2.8897, 3.0452, 0.9446], [-1.4188, 2.2847, 1.5558], [-2.2788, -0.8415, 2.9530], [-0.9989, -0.7290, 1.7364], [-2.2979, -1.9070, 1.5329], [-2.9117, 0.4002, -1.9016], [-0.5934, -2.2016, -1.0471], [-0.4656, -3.7024, -0.7852], [0.7734, -3.8638, -0.1971], [-0.5703, -4.2948, -2.0187], [-1.5117, -4.0050, 0.0631]],
  "atomic_forces_ev_per_a": [[-0.64, -1.30, -0.42], [0.15, 0.22, 0.00], [-0.96, -0.27, 0.01], [0.26, -0.11, -0.01], [1.18, -0.34, 0.00], [-0.15, 0.69, 0.00], [-0.39, -0.83, 0.06], [-0.60, 1.12, -0.18], [1.00, -0.75, -0.04], [-1.07, 0.18, 0.04], [-0.40, 0.54, 0.07], [0.10, 0.04, 0.01], [-0.15, 0.98, 0.02], [0.07, 0.02, 0.00], [-0.08, 0.06, -0.02], [0.23, -0.03, 0.01], [0.39, -0.04, -0.23], [-0.67, -0.25, 1.49], [0.13, -0.14, -0.56], [-0.27, 0.09, -0.30], [2.12, 0.63, 0.04], [0.04, -0.01, 0.02], [-0.02, 0.00, 0.03], [-0.01, 0.01, 0.02], [-0.08, -0.13, -0.01], [-0.01, 0.00, 0.02], [-0.01, 0.03, -0.01], [-0.11, 0.10, -0.02], [0.03, -0.04, 0.07], [0.06, -0.01, 0.01], [-0.10, -0.30, -0.04], [-0.06, -0.28, -0.21], [0.13, 0.09, 0.10], [-0.11, -0.01, -0.04], [-0.02, 0.02, 0.08], [-0.01, 0.01, -0.01]]
}

5.
{
  "formula": "C11H12N3",
  "method": "ωB97M-V with the def2-TZVPD basis set",
  "total_charge": 1,
  "smiles": "CC1=NC2=[NH+]C=C[C@@]23C=CN=C3[C@@H]1C",
  "energy_ha": -590.283613,
  "largest_force_ha_per_bohr": 0.078,
  "homo_ev": -12.86,
  "elements": ["C", "C", "N", "C", "N", "C", "C", "C", "C", "C", "N", "C", "C", "C", "H", "H", "H", "H", "H", "H", "H", "H", "H", "H", "H", "H"],
  "coordinates": [[2.8125, 1.1772, -0.5378], [1.5157, 0.5069, -0.1833], [1.1375, 0.4750, 1.0309], [-0.0320, -0.0109, 1.3362], [-0.1580, -0.9459, 2.2028], [-1.4909, -1.4480, 2.0244], [-2.1217, -0.9483, 0.9863], [-1.2394, 0.2101, 0.4172], [-1.9631, 1.5533, 0.5650], [-2.0540, 2.0834, -0.6634], [-1.2738, 1.3955, -1.6093], [-0.7101, 0.3673, -0.9971], [0.6322, -0.1116, -1.3316], [0.9056, -1.7515, -1.3542], [2.6515, 1.9827, -1.2420], [3.5679, 0.5965, -1.2520], [3.3306, 1.5106, 0.3638], [0.5329, -1.2991, 2.9159], [-1.7751, -2.4102, 2.5560], [-3.0456, -1.3624, 0.6056], [-2.5218, 1.7320, 1.5342], [-2.5672, 2.9054, -1.0469], [0.9298, 0.3278, -2.2140], [0.9940, -2.2447, -0.3291], [1.7980, -1.9567, -1.9092], [0.1446, -2.3344, -1.8686]],
  "atomic_forces_ev_per_a": [[1.45, -1.28, -1.29], [0.76, 0.04, -1.83], [1.64, 1.06, 0.33], [0.13, 0.69, -2.21], [-1.42, -1.05, 1.93], [-0.17, -3.51, 1.36], [0.68, 0.77, -1.03], [-0.25, -0.32, 1.90], [-1.27, -0.48, 1.44], [0.56, -1.41, 0.61], [1.85, -1.95, 0.89], [-1.75, 1.70, -0.75], [0.64, -3.12, 2.45], [-0.66, 0.89, 1.27], [-0.55, 0.68, 0.17], [-1.72, 0.36, 1.84], [-0.07, 0.00, -0.29], [-0.93, 0.76, -1.31], [0.33, 1.70, -0.41], [-0.04, 0.55, -0.03], [0.72, 0.22, -1.59], [-0.89, 1.29, -0.05], [0.69, 0.71, -2.09], [-0.02, 1.04, -1.14], [0.73, 0.14, -0.08], [-0.43, 0.52, -0.09]]
}

6.
{
  "formula": "C2H3N3O",
  "method": "ωB97M-V with the def2-TZVPD basis set",
  "energy_ha": -317.404741,
  "largest_force_ha_per_bohr": 0.061,
  "homo_ev": -8.73,
  "elements": ["O", "C", "N", "C", "N", "N", "H", "H", "H"],
  "coordinates": [[0.8641, 0.1965, -1.6489], [0.3351, 0.3760, -0.4567], [-0.7269, 1.0073, -0.1475], [-1.1234, -0.1292, 0.6463], [-0.2554, -0.7976, 1.3369], [0.9224, -0.5458, 0.6883], [0.4292, 0.7622, -2.3119], [-2.1403, -0.4429, 0.5143], [1.6952, -0.4265, 1.3792]],
  "atomic_forces_ev_per_a": [[1.02, 0.59, 0.24], [2.93, 0.30, 1.09], [0.11, -2.66, -1.13], [-1.35, 0.60, 2.26], [-1.25, -0.53, -0.78], [-0.34, 0.83, -1.47], [-0.12, -0.15, 0.40], [-0.57, 0.35, 0.85], [-0.43, 0.68, -1.47]]
}